Record 1
29
Properties=species:S:1:pos:R:3:forces:R:3:lowdin_charge:R:1 method="wB97M-V/def2-TZVPD" max_force_ev_per_a=1.9 total_charge=0 lumo_ev=1.0 multiplicity=1 molar_mass_g_mol=150.27 energy_ev=-11698.042 smiles=CCc1ccccc1.CCC de_lowest_ev=1.238 homo_energy_ev=-8.9
C -0.988 -1.170 -2.077 -0.620 -0.600 0.461 -0.091
C -0.432 -0.849 -0.675 -0.626 0.883 -0.898 -0.208
C -1.189 -1.410 0.507 1.191 -1.115 0.328 -0.237
C -2.522 -1.080 0.688 0.665 0.763 0.585 -0.047
C -3.065 -1.119 1.984 -0.670 -0.725 -1.675 -0.086
C -2.449 -1.865 2.957 0.206 0.686 0.185 -0.108
C -1.226 -2.458 2.665 0.414 -0.422 0.736 -0.102
C -0.535 -2.193 1.498 -1.466 0.242 -0.882 -0.035
H -0.349 -1.867 -2.619 -0.081 -0.010 -0.007 0.069
H -1.176 -0.301 -2.696 0.255 0.242 -0.052 0.066
H -1.961 -1.637 -1.922 -0.050 -0.206 -0.359 0.062
H 0.640 -0.994 -0.723 0.130 -0.344 0.692 0.089
H -0.587 0.227 -0.548 0.385 0.092 0.011 0.109
H -3.025 -0.677 -0.183 -0.317 0.407 0.317 0.110
H -4.055 -0.716 2.132 -0.108 0.109 0.169 0.099
H -2.924 -1.882 3.929 0.234 -0.439 0.078 0.101
H -0.791 -3.132 3.393 0.081 0.031 0.053 0.099
H 0.358 -2.743 1.236 0.353 0.391 0.232 0.108
C 2.764 1.230 -0.300 1.729 -0.473 -0.427 -0.123
C 2.337 2.686 -0.354 -1.106 0.397 -0.161 -0.299
C 2.061 3.227 -1.772 -0.983 -0.233 -0.460 -0.122
H 3.065 0.899 -1.302 -0.509 -0.164 -0.013 0.067
H 3.717 1.079 0.221 -0.166 0.295 0.353 0.067
H 2.092 0.504 0.143 -0.423 0.219 -0.101 0.045
H 1.401 2.786 0.210 0.243 0.102 0.069 0.095
H 3.038 3.367 0.112 0.327 -0.168 0.282 0.089
H 0.990 3.399 -1.953 0.078 0.038 0.334 0.062
H 2.524 4.188 -1.988 0.308 -0.129 0.023 0.061
H 2.285 2.503 -2.561 0.527 0.132 0.127 0.060



Record 2
29
Properties=species:S:1:pos:R:3:forces:R:3:lowdin_charge:R:1 method="wB97M-V/def2-TZVPD" max_force_ev_per_a=6.7 total_charge=0 lumo_ev=0.9 multiplicity=1 molar_mass_g_mol=150.27 energy_ev=-11696.673 smiles=CCc1ccccc1.CCC de_lowest_ev=2.607 homo_energy_ev=-8.9
C 0.309 1.811 -2.760 -1.256 0.139 -1.709 -0.100
C -0.285 1.123 -1.503 5.640 3.561 -0.126 -0.201
C 0.158 1.941 -0.255 -2.575 -0.992 -1.559 -0.225
C 1.336 1.522 0.319 0.219 -1.337 1.476 -0.069
C 1.619 1.828 1.656 -2.002 1.440 0.391 -0.061
C 0.678 2.652 2.342 -0.569 0.696 0.210 -0.082
C -0.422 3.157 1.659 0.620 -1.476 -3.716 -0.109
C -0.781 2.850 0.322 4.176 -2.012 1.195 0.008
H 0.153 1.200 -3.699 -0.382 0.451 0.914 0.072
H 1.417 1.906 -2.813 -0.819 0.557 0.782 0.076
H -0.311 2.779 -2.909 1.643 -1.203 0.065 0.099
H -1.253 1.024 -1.597 -5.228 -0.038 -0.321 0.048
H 0.087 0.165 -1.468 1.095 -2.262 0.460 0.062
H 1.847 0.628 -0.116 -0.123 1.202 0.084 0.128
H 2.432 1.394 2.167 0.870 -0.362 0.423 0.081
H 0.531 3.069 3.389 1.676 -1.250 -0.986 0.122
H -1.000 3.871 2.049 -2.173 2.432 2.308 0.051
H -1.598 3.165 -0.277 -0.816 0.417 0.116 0.099
C -1.368 -2.899 -0.559 -1.735 -0.988 -0.391 -0.127
C -0.351 -2.756 0.546 -0.335 -2.285 1.086 -0.297
C 0.394 -4.058 1.059 -0.419 1.950 0.195 -0.081
H -2.446 -3.172 -0.184 2.089 0.343 -0.763 0.108
H -1.450 -2.011 -1.191 -0.158 0.307 0.475 0.045
H -1.025 -3.637 -1.309 -0.337 -0.132 0.520 0.071
H 0.373 -2.103 0.245 2.089 1.772 -1.029 0.046
H -0.745 -2.286 1.407 -0.872 0.550 0.862 0.082
H -0.027 -4.897 0.629 -1.133 -1.906 -0.948 0.026
H 1.413 -4.063 0.707 0.521 0.132 0.270 0.060
H 0.315 -4.204 2.144 0.296 0.296 -0.284 0.071



Record 3
29
Properties=species:S:1:pos:R:3:forces:R:3:lowdin_charge:R:1 method="wB97M-V/def2-TZVPD" max_force_ev_per_a=2.5 total_charge=0 lumo_ev=0.9 multiplicity=1 molar_mass_g_mol=150.27 energy_ev=-11698.223 smiles=Cc1ccccc1.CC(C)C de_lowest_ev=1.057 homo_energy_ev=-9.0
C -0.665 2.393 0.860 -2.034 0.397 -0.814 -0.051
C -0.031 1.634 -0.265 1.215 -0.601 -0.547 -0.286
C -0.697 0.966 -1.303 -0.427 1.286 0.095 -0.068
C -0.009 0.375 -2.367 -0.795 -0.424 1.285 -0.094
C 1.334 0.159 -2.262 0.996 -0.077 -0.411 -0.104
C 2.053 0.684 -1.185 -0.693 0.084 -0.953 -0.080
C 1.360 1.460 -0.267 1.093 -0.150 -0.010 -0.069
H -0.634 3.490 0.793 0.875 -0.277 0.039 0.088
H -0.392 2.014 1.821 0.586 0.136 0.573 0.049
H -1.758 2.277 0.830 0.079 -0.429 -0.102 0.081
H -1.782 0.999 -1.302 0.009 0.018 -0.165 0.112
H -0.540 -0.084 -3.176 -0.360 -0.006 -0.310 0.099
H 1.788 -0.399 -3.076 0.350 0.063 0.235 0.102
H 3.138 0.588 -1.143 -0.329 -0.053 0.156 0.105
H 2.060 1.883 0.437 -0.568 0.499 0.711 0.108
C -1.141 -0.741 2.384 0.878 -0.068 0.529 -0.079
C -0.536 -1.390 1.155 0.718 0.021 -1.041 -0.482
C 0.650 -2.314 1.469 0.480 0.034 0.180 -0.095
C -1.559 -2.188 0.352 0.051 1.279 -2.187 -0.081
H -2.185 -0.452 2.237 0.041 -0.411 0.350 0.082
H -0.608 0.167 2.646 0.151 0.255 -0.098 0.048
H -0.893 -1.393 3.235 -1.045 0.003 0.025 0.083
H -0.121 -0.573 0.510 -0.482 -0.937 0.508 0.092
H 0.352 -3.355 1.716 0.026 0.752 0.565 0.085
H 1.338 -2.466 0.638 -0.286 0.235 -0.558 0.066
H 1.304 -1.820 2.196 -0.193 -0.493 0.449 0.075
H -1.820 -1.580 -0.551 -0.113 -0.200 0.607 0.068
H -1.068 -3.034 -0.141 -0.475 -0.383 0.562 0.073
H -2.520 -2.370 0.827 0.249 -0.552 0.324 0.072



Record 4
29
Properties=species:S:1:pos:R:3:forces:R:3:lowdin_charge:R:1 method="wB97M-V/def2-TZVPD" max_force_ev_per_a=5.9 total_charge=0 lumo_ev=0.9 multiplicity=1 molar_mass_g_mol=150.27 energy_ev=-11695.802 smiles=Cc1ccccc1.CC(C)C de_lowest_ev=3.478 homo_energy_ev=-8.6
C 1.027 2.998 1.265 3.123 0.436 4.260 -0.116
C 0.725 2.413 -0.027 -0.026 -0.979 -0.694 -0.277
C -0.070 3.223 -0.873 -1.396 -1.160 -0.583 -0.039
C -0.512 2.638 -2.088 3.917 -1.094 1.380 -0.061
C 0.368 1.651 -2.533 -1.413 -1.496 -2.395 -0.127
C 1.245 0.914 -1.770 2.046 -1.160 0.490 -0.134
C 1.380 1.160 -0.426 -3.086 4.575 -1.289 -0.035
H 0.384 3.725 1.739 -0.585 0.624 -0.921 0.057
H 2.057 3.480 1.149 -1.208 -0.246 0.394 0.105
H 1.182 2.392 2.276 -0.178 0.014 -2.556 0.117
H -0.445 4.235 -0.629 0.238 -0.902 0.542 0.117
H -1.296 2.776 -2.751 -1.433 1.517 -0.773 0.078
H 0.233 1.282 -3.583 0.033 0.398 0.970 0.114
H 1.956 0.139 -2.160 -1.176 0.688 -0.212 0.124
H 2.000 0.655 0.220 1.159 -1.076 1.355 0.075
C -0.934 -2.425 2.226 0.860 -0.204 -1.829 -0.062
C -0.817 -2.146 0.646 2.387 2.274 3.152 -0.477
C 0.683 -2.091 0.186 -1.857 2.304 0.917 -0.065
C -1.718 -2.954 -0.108 -2.231 -1.445 -5.229 -0.139
H -1.958 -2.880 2.326 1.592 -0.730 0.616 0.075
H -1.091 -1.482 2.742 0.670 0.212 0.141 0.049
H 0.116 -2.874 2.455 -2.525 0.003 0.630 0.101
H -1.255 -1.143 0.653 0.554 0.237 -0.684 0.116
H 1.061 -3.044 0.015 0.782 -1.769 -0.065 0.050
H 0.675 -1.543 -0.741 0.288 0.105 -0.524 0.043
H 1.307 -1.495 0.898 -0.485 -0.696 -0.440 0.081
H -1.494 -3.774 -0.879 1.019 1.272 0.969 0.111
H -2.360 -3.494 0.470 -1.787 -1.446 2.094 0.019
H -2.449 -2.337 -0.699 0.718 -0.255 0.285 0.097



Record 5
29
Properties=species:S:1:pos:R:3:forces:R:3:lowdin_charge:R:1 method="wB97M-V/def2-TZVPD" max_force_ev_per_a=2.9 total_charge=0 lumo_ev=0.9 multiplicity=1 molar_mass_g_mol=150.27 energy_ev=-11697.811 smiles=Cc1ccccc1.CC(C)C de_lowest_ev=1.469 homo_energy_ev=-8.9
C -0.830 -0.432 -2.496 -1.176 -1.040 -0.943 -0.056
C 0.178 -0.890 -1.462 -0.540 1.495 -0.501 -0.309
C 1.322 -0.136 -1.281 2.221 -0.005 0.415 -0.067
C 2.477 -0.710 -0.677 -2.049 -1.113 -0.129 -0.066
C 2.333 -2.037 -0.299 1.278 -0.921 0.477 -0.105
C 1.111 -2.731 -0.307 0.790 0.120 0.384 -0.091
C 0.010 -2.110 -0.796 -0.347 0.734 -0.773 -0.072
H -1.151 -1.352 -3.005 0.194 0.014 -0.114 0.081
H -0.468 0.187 -3.320 0.499 0.135 0.465 0.081
H -1.822 -0.033 -2.247 0.448 0.289 0.721 0.073
H 1.494 0.892 -1.619 -0.742 -0.400 -0.388 0.119
H 3.427 -0.220 -0.543 -0.020 0.289 -0.157 0.098
H 3.231 -2.596 0.006 -0.464 0.334 0.068 0.103
H 1.003 -3.755 0.027 0.358 0.055 0.277 0.105
H -0.974 -2.546 -0.713 -0.076 -0.262 -0.391 0.121
C 0.125 0.621 2.223 -0.283 -0.542 0.649 -0.087
C -0.617 1.320 1.087 0.841 0.975 -1.051 -0.461
C -1.804 0.504 0.558 -0.419 0.319 1.768 -0.062
C -0.854 2.823 1.307 -2.268 0.526 1.700 -0.082
H -0.292 0.764 3.236 -0.419 0.012 -0.468 0.079
H 1.155 0.942 2.357 0.187 0.093 -0.423 0.072
H 0.118 -0.464 2.022 0.229 0.331 0.118 0.074
H 0.101 1.328 0.281 0.327 -0.172 -0.391 0.079
H -1.587 -0.100 -0.291 0.446 -0.439 -0.093 0.002
H -2.043 -0.139 1.418 -0.714 -0.099 -0.538 0.084
H -2.665 1.094 0.246 -0.069 0.232 0.387 0.076
H -1.056 3.063 2.379 0.604 -0.341 -0.319 0.075
H -0.091 3.513 0.981 0.439 -0.126 -0.231 0.061
H -1.833 3.202 0.928 0.724 -0.495 -0.519 0.074



Record 6
29
Properties=species:S:1:pos:R:3:forces:R:3:lowdin_spin:R:1 method="wB97M-V/def2-TZVPD" max_force_ev_per_a=1.5 total_charge=+1 lumo_ev="-4.5 / -8.3" multiplicity=2 molar_mass_g_mol=150.27 energy_ev=-11689.856 de_lowest_ev=0.633 homo_energy_ev="-13.1 / -13.1"
C -1.562 -1.878 -2.438 -0.858 -0.808 0.247 0.060
C -2.641 0.997 -0.216 0.614 -0.576 -1.278 0.051
C -1.747 1.983 -0.733 -1.365 0.031 0.589 0.302
C -2.680 -0.202 -0.878 -0.469 -0.306 0.785 0.099
C -1.823 -0.497 -1.978 0.646 -0.738 0.215 0.276
C -1.005 1.749 -1.905 0.459 0.356 0.102 0.061
C -1.019 0.537 -2.514 -0.215 0.869 -0.611 0.096
H -3.310 1.183 0.600 -0.002 0.190 0.360 -0.001
H -1.812 2.966 -0.280 0.419 -0.001 -0.110 0.012
H -3.333 -0.996 -0.526 0.045 0.131 -0.079 0.002
H -0.427 2.563 -2.303 0.191 0.098 -0.123 0.000
H -1.377 -1.944 -3.509 0.403 0.125 0.079 0.008
H -2.337 -2.621 -2.201 -0.254 0.563 -0.002 0.006
H -0.499 0.433 -3.459 0.126 -0.370 0.181 0.001
H -0.727 -2.306 -1.855 0.289 0.431 -0.329 0.029
C 2.312 -0.493 2.132 -1.065 0.128 0.325 0.000
C 2.942 -1.882 2.157 -0.090 0.332 -0.507 0.000
C 2.055 -0.011 3.557 0.892 1.139 0.368 0.000
C 3.047 0.485 1.211 -1.042 0.077 -0.929 0.000
H 1.283 -0.490 1.697 0.550 -0.847 0.114 0.000
H 4.026 -1.802 2.238 0.059 0.014 0.327 0.000
H 2.969 0.424 3.992 -0.092 -0.007 -0.148 0.000
H 1.304 0.784 3.575 0.037 -0.069 0.073 0.000
H 1.776 -0.776 4.276 -0.336 -0.308 -0.272 0.000
H 3.680 1.269 1.619 0.346 -0.452 0.336 0.000
H 3.525 -0.110 0.427 0.472 0.305 0.183 0.000
H 2.262 1.025 0.659 0.243 0.219 0.074 0.000
H 2.774 -2.407 1.211 -0.144 -0.117 0.217 0.000
H 2.534 -2.422 3.007 0.140 -0.409 -0.185 0.000